{
  "formula": "C72H183N11O28",
  "method": "ωB97M-V with the def2-TZVPD basis set",
  "symbols": ["C", "O", "C", "C", "N", "C", "C", "O", "C", "H", "H", "H", "H", "H", "H", "H", "H", "H", "H", "H", "H", "H", "H", "H", "C", "O", "C", "C", "N", "C", "C", "O", "C", "H", "H", "H", "H", "H", "H", "H", "H", "H", "H", "H", "H", "H", "H", "H", "C", "O", "C", "C", "N", "C", "C", "O", "C", "H", "H", "H", "H", "H", "H", "H", "H", "H", "H", "H", "H", "H", "H", "H", "C", "O", "C", "C", "N", "C", "C", "O", "C", "H", "H", "H", "H", "H", "H", "H", "H", "H", "H", "H", "H", "H", "H", "H", "C", "O", "C", "C", "N", "C", "C", "O", "C", "H", "H", "H", "H", "H", "H", "H", "H", "H", "H", "H", "H", "H", "H", "H", "C", "O", "C", "C", "N", "C", "C", "O", "C", "H", "H", "H", "H", "H", "H", "H", "H", "H", "H", "H", "H", "H", "H", "H", "C", "O", "C", "C", "N", "C", "C", "O", "C", "H", "H", "H", "H", "H", "H", "H", "H", "H", "H", "H", "H", "H", "H", "H", "C", "O", "C", "C", "N", "C", "C", "O", "C", "H", "H", "H", "H", "H", "H", "H", "H", "H", "H", "H", "H", "H", "H", "H", "C", "O", "C", "C", "N", "C", "C", "O", "C", "H", "H", "H", "H", "H", "H", "H", "H", "H", "H", "H", "H", "H", "H", "H", "C", "O", "C", "C", "N", "C", "C", "O", "C", "H", "H", "H", "H", "H", "H", "H", "H", "H", "H", "H", "H", "H", "H", "H", "C", "O", "C", "C", "N", "C", "C", "O", "C", "H", "H", "H", "H", "H", "H", "H", "H", "H", "H", "H", "H", "H", "H", "H", "C", "C", "O", "O", "H", "H", "H", "H", "H", "H", "C", "C", "O", "O", "H", "H", "H", "H", "H", "H", "C", "C", "O", "O", "H", "H", "H", "H", "H", "H"],
  "xyz": [[-4.67195, 4.22294, 1.34892], [-5.70849, 3.93216, 0.36668], [-6.95078, 3.76726, 0.96336], [-7.99870, 3.37923, -0.15259], [-8.00259, 1.98926, -0.52475], [-9.19089, 1.28468, 0.04432], [-10.48507, 1.53840, -0.81238], [-10.28934, 1.81141, -2.15210], [-10.34652, 0.66665, -3.04426], [-4.35406, 3.24641, 1.58831], [-5.10064, 4.81157, 2.14306], [-3.86053, 4.85194, 0.87508], [-7.30752, 4.63418, 1.53366], [-6.88376, 2.89778, 1.65220], [-7.81074, 4.01733, -1.02276], [-8.95719, 3.70383, 0.24444], [-7.10409, 1.53639, -0.27294], [-9.39634, 1.47447, 1.11030], [-8.88959, 0.18735, -0.07528], [-11.12109, 2.39295, -0.45861], [-11.21914, 0.74698, -0.63913], [-11.27912, 0.15272, -2.79036], [-9.58296, -0.03910, -2.86876], [-10.30106, 1.09410, -4.07679], [2.89240, -2.60446, 9.05171], [3.65832, -3.56821, 8.30734], [4.54812, -4.31630, 9.00151], [4.91380, -5.61557, 8.17260], [3.79409, -6.40528, 7.67304], [2.62478, -6.71995, 8.51720], [1.76861, -7.73987, 7.79571], [1.21274, -7.00272, 6.73932], [0.90042, -7.86214, 5.66216], [2.20633, -2.16185, 8.37223], [3.59395, -1.95476, 9.55288], [2.23386, -3.16199, 9.68281], [4.13190, -4.46838, 10.04727], [5.52826, -3.78451, 9.10652], [5.70923, -6.23681, 8.63767], [5.29466, -5.19570, 7.23021], [3.37363, -5.98266, 6.86267], [2.08086, -5.85056, 8.70472], [3.03298, -7.09677, 9.47092], [0.98202, -8.15446, 8.49019], [2.33666, -8.59018, 7.42476], [1.70566, -7.98642, 4.98512], [0.10478, -7.34124, 5.13597], [0.50052, -8.81553, 5.99093], [-1.71393, -2.89347, 3.08688], [-1.59143, -4.32217, 2.85456], [-1.75344, -5.07359, 4.04818], [-3.19650, -5.30961, 4.49207], [-3.88860, -6.01890, 3.40419], [-4.03596, -7.53820, 3.55077], [-4.57884, -8.10471, 2.25986], [-3.52776, -7.90106, 1.31662], [-3.70862, -8.45222, 0.00456], [-2.63139, -2.71153, 3.63286], [-1.77421, -2.41691, 2.10504], [-0.84001, -2.55964, 3.65269], [-1.19391, -4.61607, 4.88410], [-1.19036, -5.99639, 3.80695], [-3.70540, -4.28522, 4.54540], [-3.32325, -5.92647, 5.39752], [-3.47404, -5.76379, 2.54634], [-4.78475, -7.75786, 4.31200], [-3.09651, -8.10588, 3.67916], [-5.56496, -7.64703, 2.08744], [-4.78638, -9.09880, 2.54331], [-3.45238, -9.51659, -0.00628], [-2.94969, -7.99534, -0.66471], [-4.66030, -8.28921, -0.44157], [6.50737, 0.31467, 3.25131], [6.93092, -0.74741, 2.36418], [6.57666, -2.04613, 2.70284], [6.01799, -2.80568, 1.53086], [4.89129, -2.05247, 0.99007], [4.40731, -2.31465, -0.33818], [3.36978, -3.36927, -0.37227], [4.05811, -4.55223, -0.10944], [3.30879, -5.75580, -0.07025], [6.61252, 1.26515, 2.63850], [7.03465, 0.33469, 4.24672], [5.42984, 0.14658, 3.44209], [5.74781, -1.95162, 3.46709], [7.40927, -2.64832, 3.17347], [5.81029, -3.83158, 1.84144], [6.76347, -2.87004, 0.74538], [4.07820, -1.96101, 1.62101], [5.30034, -2.56614, -0.88841], [4.02978, -1.37512, -0.79989], [2.92988, -3.41570, -1.40564], [2.56993, -3.07413, 0.37263], [2.54811, -5.73665, 0.72083], [4.03420, -6.53436, 0.18284], [2.77034, -6.07328, -0.98454], [-4.25730, -4.48080, 0.13028], [-3.32600, -3.46991, -0.42558], [-2.05801, -4.03206, -0.61455], [-1.06879, -3.08387, -1.28950], [-1.45708, -2.78925, -2.69401], [-0.36090, -2.10295, -3.41264], [-0.80878, -1.62107, -4.71476], [-1.76424, -0.58824, -4.47213], [-2.18633, 0.03119, -5.62532], [-4.63597, -5.10347, -0.73646], [-5.18174, -3.96493, 0.48589], [-3.76010, -5.03528, 0.93311], [-2.15653, -4.99504, -1.19136], [-1.65808, -4.37124, 0.36002], [-0.07674, -3.56572, -1.14122], [-0.88590, -2.15193, -0.67996], [-2.22505, -2.14131, -2.71010], [0.45113, -2.89257, -3.60823], [0.03938, -1.30717, -2.79613], [-1.19850, -2.45421, -5.38040], [0.14468, -1.19533, -5.08472], [-2.64732, 0.94312, -5.30629], [-3.01150, -0.48965, -6.05034], [-1.33940, 0.19690, -6.37648], [4.58254, 4.54780, 0.50931], [5.30797, 4.65247, -0.66068], [4.54293, 5.14903, -1.70166], [5.44603, 5.31841, -2.98564], [4.96705, 4.39599, -4.01810], [5.69745, 4.43309, -5.20694], [5.39289, 3.12387, -5.88227], [5.60368, 2.00467, -5.09290], [7.00803, 1.77072, -4.89513], [4.02098, 5.49426, 0.59882], [5.23913, 4.28484, 1.33880], [3.78262, 3.82745, 0.36005], [4.03581, 6.08030, -1.52484], [3.76622, 4.44120, -1.95931], [6.53516, 5.11593, -2.74949], [5.28140, 6.30683, -3.31608], [4.94348, 3.48700, -3.56567], [6.74697, 4.39805, -4.94413], [5.46102, 5.31366, -5.82667], [5.88144, 3.05256, -6.84196], [4.32642, 3.10038, -6.17783], [7.16780, 0.77508, -4.44363], [7.41374, 2.54638, -4.28828], [7.51177, 1.84587, -5.90921], [0.56824, 8.30001, 0.28912], [0.67725, 7.96773, 1.72378], [-0.58824, 7.75603, 2.39016], [-1.01078, 6.29361, 2.12491], [-0.02969, 5.41112, 2.72786], [-0.34077, 3.95201, 2.59510], [-1.29099, 3.39920, 3.62196], [-2.59477, 3.92637, 3.65598], [-3.08095, 4.07111, 4.94697], [1.54467, 8.28109, -0.09690], [0.12685, 9.33823, 0.07545], [-0.07730, 7.62993, -0.27964], [-1.40087, 8.42034, 2.04326], [-0.40665, 7.83758, 3.42660], [-1.11832, 6.09004, 1.03980], [-1.92521, 6.18851, 2.64158], [0.95829, 5.68370, 2.46838], [0.59879, 3.38196, 2.54848], [-0.76540, 3.83253, 1.60458], [-0.84218, 3.53038, 4.62752], [-1.38195, 2.25704, 3.43129], [-2.43758, 4.63145, 5.60810], [-3.32198, 3.02749, 5.37799], [-4.03926, 4.57061, 4.91697], [-1.30262, 1.72635, -2.51927], [-0.04901, 1.63461, -1.87507], [-0.03392, 1.36302, -0.53004], [1.37468, 1.14382, -0.04360], [1.49253, 0.99640, 1.40733], [0.86257, -0.17312, 2.01288], [1.10555, -0.05097, 3.55263], [2.45335, -0.13229, 3.82258], [2.59305, -0.29366, 5.22653], [-1.96622, 2.45732, -1.92228], [-1.85055, 0.78337, -2.52389], [-1.21684, 2.16315, -3.48413], [-0.64393, 0.50822, -0.36679], [-0.56401, 2.17299, 0.01461], [2.02002, 1.95457, -0.36296], [1.68544, 0.20910, -0.52085], [2.49430, 0.90369, 1.59875], [1.32794, -1.12568, 1.59861], [-0.19864, -0.27152, 1.76963], [0.54081, -0.85811, 4.05234], [0.71173, 0.92728, 3.94798], [1.96610, 0.44818, 5.74811], [3.61960, -0.27296, 5.53795], [2.20547, -1.29823, 5.47337], [1.05450, 5.11874, -0.88367], [-0.29998, 5.37143, -1.08908], [-0.71137, 5.38130, -2.48091], [-0.29541, 6.69400, -3.20058], [0.09758, 6.40795, -4.56832], [1.51080, 6.14129, -4.68771], [1.92815, 6.16407, -6.12724], [1.89661, 7.53748, -6.59104], [1.87752, 7.82471, -7.98924], [1.17777, 4.90535, 0.13033], [1.60525, 5.97230, -1.25683], [1.23120, 4.22300, -1.53507], [-1.79051, 5.24402, -2.52903], [-0.25920, 4.51621, -2.96852], [0.57465, 7.03912, -2.66093], [-1.10205, 7.42902, -3.28606], [-0.07274, 7.11002, -5.24798], [1.79665, 5.18392, -4.17398], [2.06005, 6.93233, -4.15884], [1.20004, 5.49561, -6.67612], [2.93411, 5.72712, -6.22932], [2.22518, 7.01773, -8.69908], [2.37636, 8.80994, -8.20472], [0.81827, 8.07751, -8.26329], [1.51820, 1.88478, -4.86831], [1.81729, 0.50024, -4.78967], [2.72832, 0.15532, -3.77974], [3.15055, -1.33529, -3.85354], [3.52753, -1.75668, -5.18547], [4.76583, -1.02598, -5.72233], [5.04001, -1.31712, -7.16857], [5.55234, -2.59867, -7.45059], [5.45856, -2.94149, -8.87310], [0.94318, 2.18003, -4.00314], [0.82109, 2.05872, -5.67702], [2.38409, 2.51862, -4.96570], [2.30069, 0.35047, -2.81424], [3.63361, 0.76518, -3.91277], [2.28714, -1.89152, -3.51152], [3.94765, -1.48592, -3.02848], [3.76809, -2.75643, -5.17734], [5.62442, -1.26742, -5.09718], [4.68780, 0.02038, -5.57102], [5.72180, -0.53549, -7.48489], [4.08434, -1.13304, -7.73061], [5.92721, -2.16313, -9.59853], [4.40387, -3.01548, -9.18886], [5.90316, -3.91305, -8.84237], [-6.01931, 0.65054, 4.24721], [-6.61525, -0.40498, 3.49453], [-5.62780, -1.12663, 2.75122], [-4.93331, -0.42604, 1.61897], [-5.72214, 0.01144, 0.48823], [-4.91375, 0.59912, -0.61045], [-4.25758, -0.54653, -1.43885], [-5.32371, -1.37578, -1.91914], [-5.06530, -2.03345, -3.13115], [-5.24009, 0.30304, 4.87113], [-6.76511, 1.12923, 4.94233], [-5.76036, 1.46422, 3.57646], [-6.19600, -2.05004, 2.40543], [-4.71663, -1.41058, 3.37074], [-4.04327, -1.08044, 1.41983], [-4.46922, 0.45320, 2.03596], [-6.18110, -0.78818, 0.06726], [-4.17070, 1.28916, -0.30055], [-5.59702, 1.05744, -1.36075], [-3.46134, -1.07427, -0.89993], [-3.87321, 0.02412, -2.30732], [-4.04975, -2.42930, -3.22058], [-5.25846, -1.36683, -3.99517], [-5.83884, -2.79948, -3.17504], [1.70799, -3.90053, 4.05647], [3.14723, -4.45992, 3.96061], [3.99872, -3.75205, 4.86816], [1.16696, -4.05148, 5.42346], [0.93882, -4.35807, 3.33311], [1.70044, -2.82662, 3.92621], [3.51553, -4.23541, 2.91393], [3.26214, -5.51303, 4.09703], [3.55990, -3.54977, 5.70799], [1.20000, -4.96979, 5.68162], [5.31667, 1.11122, -0.76730], [6.83115, 1.06302, -0.71959], [7.44119, -0.15138, -0.44901], [4.83075, 0.99776, 0.57519], [4.88568, 0.33893, -1.41275], [5.04727, 2.06041, -1.17468], [7.09809, 1.81908, 0.07057], [7.15121, 1.36001, -1.72573], [7.17144, -0.45327, 0.42762], [4.95671, 0.07986, 0.80356], [-6.87457, 2.69934, -3.94446], [-6.49420, 1.72571, -5.05867], [-7.09352, 0.40500, -4.80808], [-8.26277, 2.92618, -3.79395], [-6.42086, 3.60345, -4.26588], [-6.56069, 2.31288, -2.99354], [-5.41695, 1.53242, -4.94696], [-6.78292, 2.03382, -6.04820], [-7.96735, 0.61908, -4.61993], [-8.49764, 2.58499, -2.93011]],
  "gap_ev": 8.64,
  "e_lumo_ev": 0.42,
  "e_homo_ev": -8.22
}